# C3H6IO

A cluster of 2 separate species, C3H6IO in total at a distorted geometry (the ωB97M-V functional and the def2-TZVPD basis, the OMol25 dataset).

The geometry in ORCA input format:
```
! RIJCOSX wB97M-V def2-TZVPD def2/J DEFGRID3
* xyz -1 1
I 3.574 4.088 3.749
O 0.691 -1.852 -0.905
C -1.480 -1.086 -0.265
C 0.578 0.528 -0.411
C 0.017 -0.909 -0.551
H -2.051 -0.185 -0.041
H -1.817 -1.622 -1.152
H 1.323 0.770 -1.169
H -0.199 1.290 -0.474
H 0.946 0.695 0.601
H -1.583 -1.715 0.619
*
```

Summary:
**Orbital gap**: 6.079 eV
**Energy above the lowest of the compared OMol25 structures with the same formula, charge and spin**: 12.7 kcal per mole
**Lowest unoccupied orbital energy**: 2.8 eV
**Highest occupied orbital energy**: -0.120 hartree
**DFT total energy**: -13358.6504 eV

What are the Mulliken partial charges on each atom? They are as follows, in elementary charge units:
1 I -0.999
2 O -0.549
3 C -0.904
4 C -0.993
5 C 0.694
6 H 0.300
7 H 0.276
8 H 0.308
9 H 0.297
10 H 0.298
11 H 0.271

***

# C23H24N3O7S3

The ion C23H24N3O7S3 with charge -1 at a distorted geometry (the ωB97M-V functional and the def2-TZVPD basis, the OMol25 dataset).

The geometry in ORCA input format:
```
! RIJCOSX wB97M-V def2-TZVPD def2/J DEFGRID3
* xyz -1 1
S -0.817 -1.661 -0.999
S 4.893 0.962 3.442
S 2.028 -1.808 -0.659
O 2.362 -2.974 0.156
O -1.602 -2.728 -0.411
O 1.970 -3.154 3.203
O 0.049 1.091 3.003
O 0.550 0.215 0.385
O 2.960 -0.716 -0.819
O -1.473 -0.456 -1.497
N 3.302 -1.219 3.189
N 2.196 0.782 3.631
N -5.082 0.117 3.853
C -2.808 -0.804 4.153
C -1.600 -1.090 3.555
C 1.436 -3.351 -4.558
C 3.407 0.159 3.387
C 0.009 -2.397 -2.400
C 0.902 1.304 -0.516
C -0.021 -1.490 1.586
C -2.485 -0.617 1.376
C 1.015 0.318 3.010
C -1.388 -1.016 2.138
C -0.694 -2.828 -3.530
C 1.391 -2.418 -2.308
C -6.223 0.434 2.986
C 2.092 -1.946 2.959
C -5.337 0.330 5.274
C -3.897 -0.322 3.323
C 0.031 -3.319 -4.622
C 2.129 -2.911 -3.405
C 0.462 -1.157 0.175
C 2.179 2.152 4.153
C 1.032 -1.047 2.552
C -3.660 -0.297 1.923
C 4.538 -2.005 3.218
H 0.491 2.143 0.000
H -6.297 -0.344 2.208
H 3.224 -2.947 -3.361
H -5.100 1.366 5.617
H 1.984 -3.727 -5.421
H 0.039 -2.657 1.460
H -4.505 -0.054 1.230
H 2.442 2.910 3.397
H -6.093 1.432 2.512
H -0.507 -3.673 -5.504
H -7.129 0.426 3.638
H -0.770 -1.341 4.183
H -4.811 -0.373 5.947
H 2.906 2.241 4.969
H 4.238 -3.056 3.351
H -2.967 -0.990 5.205
H 5.076 -1.875 2.261
H 0.438 1.165 -1.471
H 5.173 -1.641 4.046
H 1.972 1.446 -0.570
H -2.378 -0.461 0.315
H -6.423 0.189 5.425
H -1.785 -2.756 -3.552
H 1.171 2.354 4.518
*
```

Summary:
**Orbital gap**: 6.021 eV
**Lowest unoccupied orbital energy**: 2.1 eV
**Highest occupied orbital energy**: -0.142 hartree
**DFT total energy**: -75546.8918 eV

What are the Mulliken partial charges on each atom? They are as follows, in elementary charge units:
1 S 1.317
2 S -0.371
3 S 1.288
4 O -0.617
5 O -0.659
6 O -0.740
7 O -0.762
8 O 0.125
9 O -0.666
10 O -0.748
11 N 0.176
12 N 0.156
13 N 0.092
14 C -1.350
15 C -0.123
16 C -0.540
17 C 0.044
18 C 0.332
19 C -0.957
20 C 0.963
21 C -0.579
22 C 0.818
23 C -0.080
24 C -0.671
25 C 0.185
26 C -1.024
27 C 0.134
28 C -0.931
29 C 1.372
30 C -0.622
31 C -0.765
32 C -0.085
33 C -1.180
34 C -0.938
35 C -0.846
36 C -1.250
37 H 0.310
38 H 0.324
39 H 0.462
40 H 0.267
41 H 0.368
42 H 0.740
43 H 0.238
44 H 0.308
45 H 0.267
46 H 0.377
47 H 0.312
48 H 0.405
49 H 0.317
50 H 0.395
51 H 0.386
52 H 0.156
53 H 0.307
54 H 0.280
55 H 0.384
56 H 0.297
57 H 0.489
58 H 0.296
59 H 0.463
60 H 0.355

***

# C4H8N2

The molecule C4H8N2 (the ωB97M-V functional and the def2-TZVPD basis, the OMol25 dataset).

The geometry in ORCA input format:
```
! RIJCOSX wB97M-V def2-TZVPD def2/J DEFGRID3
* xyz 0 1
N -0.187 1.635 0.274
N 2.202 -0.832 -0.247
C -1.438 -0.534 -0.225
C -1.417 0.990 -0.229
C 0.702 0.845 0.599
C 1.499 -0.179 0.799
H -2.248 1.379 0.368
H -2.397 -0.871 -0.625
H -0.639 -0.968 -0.837
H -1.324 -0.945 0.784
H 1.535 -0.644 1.777
H 2.071 -0.354 -1.132
H -1.556 1.362 -1.249
H 3.196 -0.883 -0.056
*
```

Summary:
**Orbital gap**: 8.980 eV
**Energy above the lowest of the compared OMol25 structures with the same formula, charge and spin**: 40.2 kcal per mole
**Lowest unoccupied orbital energy**: 1.0 eV
**Highest occupied orbital energy**: -0.294 hartree
**DFT total energy**: -7256.1300 eV

What are the Mulliken partial charges on each atom? They are as follows, in elementary charge units:
1 N -0.562
2 N -0.482
3 C -1.090
4 C -0.220
5 C 0.578
6 C -0.595
7 H 0.286
8 H 0.346
9 H 0.315
10 H 0.321
11 H 0.356
12 H 0.242
13 H 0.286
14 H 0.219